# 1
A molecular structure, C14H7B3Cl44N2O5, computed with ωB97M-V/def2-TZVPD.

```
75
Properties=species:S:1:pos:R:3:forces:R:3
C 0.628 1.949 0.325 0.0 0.0 0.1
C -0.581 1.648 1.156 -0.1 0.6 -0.2
C -1.787 1.114 0.428 0.0 0.0 -0.1
N -0.601 1.798 2.416 0.2 -0.7 -0.2
B -0.378 0.854 3.400 0.1 0.2 0.8
O -1.161 0.693 4.569 -0.2 0.0 -0.6
B -1.433 -0.610 4.893 0.5 0.2 0.5
O -0.418 -1.557 4.766 -0.7 -0.4 -0.6
B 0.144 -1.388 3.520 0.3 0.4 0.2
O 0.069 -2.422 2.605 0.9 -0.4 0.1
N 0.938 -2.225 1.426 0.1 -0.2 0.1
O 1.598 -3.158 1.261 -0.4 0.3 0.0
O 0.613 -0.144 3.174 -0.5 -0.1 -0.5
H 1.429 1.321 0.728 -0.1 0.2 -0.1
H 0.942 2.987 0.433 0.0 0.0 0.1
H 0.472 1.726 -0.727 0.0 0.0 0.0
H -2.691 1.283 1.007 0.0 -0.1 0.1
H -1.888 1.569 -0.558 0.0 0.0 0.0
H -1.646 0.039 0.268 0.0 0.0 0.0
H -2.514 -1.005 5.143 0.1 0.4 0.6
C 5.019 1.629 0.669 0.0 -0.1 -0.1
Cl 6.170 1.380 -0.648 0.0 0.1 0.1
Cl 5.851 1.593 2.221 0.0 0.0 0.0
Cl 4.217 3.189 0.460 0.0 0.0 0.0
Cl 3.818 0.334 0.596 0.1 0.0 0.1
C 0.727 2.391 -4.251 0.0 -0.1 0.0
Cl 2.031 1.898 -3.168 0.0 0.2 0.1
Cl -0.767 2.598 -3.323 0.0 0.0 0.0
Cl 1.146 3.913 -5.035 0.0 0.0 0.0
Cl 0.486 1.136 -5.471 0.0 0.0 0.0
C -4.629 2.444 4.746 0.0 -0.1 0.0
Cl -3.675 3.160 3.452 0.0 0.0 0.0
Cl -4.562 0.679 4.615 0.0 0.1 0.1
Cl -3.977 2.934 6.310 0.0 0.0 0.0
Cl -6.315 2.951 4.608 0.1 0.0 0.0
C -3.343 -4.651 4.432 0.1 0.1 -0.1
Cl -3.920 -2.985 4.624 -0.2 -0.4 0.0
Cl -3.434 -5.501 5.975 0.0 0.0 0.0
Cl -4.355 -5.473 3.243 0.0 0.0 0.0
Cl -1.661 -4.607 3.885 -0.2 0.1 0.2
C -10.332 2.334 3.775 0.0 0.0 0.0
Cl -11.670 1.752 4.770 0.0 0.0 0.0
Cl -9.219 1.007 3.440 0.0 0.0 0.0
Cl -10.962 2.972 2.253 0.0 0.0 0.0
Cl -9.478 3.621 4.639 -0.1 0.0 0.0
C -1.349 -7.451 -0.052 0.0 0.1 0.0
Cl -1.323 -6.498 1.430 0.0 -0.1 -0.1
Cl -2.899 -8.288 -0.188 0.0 0.0 0.0
Cl -1.147 -6.359 -1.432 0.0 -0.1 0.1
Cl -0.040 -8.634 -0.036 0.0 0.0 0.0
C 8.204 1.709 -4.553 -0.1 0.0 0.0
Cl 7.442 3.294 -4.430 0.0 0.0 0.0
Cl 8.308 0.985 -2.943 0.2 0.0 -0.1
Cl 7.238 0.665 -5.597 0.0 0.0 0.0
Cl 9.831 1.874 -5.223 0.0 -0.1 0.0
C 4.263 -2.130 -3.010 0.1 0.0 0.1
Cl 3.228 -2.250 -1.576 0.1 -0.2 0.0
Cl 5.941 -1.916 -2.497 0.0 0.0 0.0
Cl 4.131 -3.607 -3.963 0.0 0.0 0.0
Cl 3.749 -0.745 -3.964 0.1 0.0 -0.1
C -0.691 -3.101 -4.487 0.0 0.0 -0.1
Cl -1.396 -4.660 -4.045 0.0 0.1 -0.1
Cl 0.610 -2.687 -3.372 -0.1 0.0 0.0
Cl -0.038 -3.201 -6.127 0.0 0.0 0.0
Cl -1.942 -1.853 -4.427 0.0 0.0 0.0
C 10.261 6.785 -5.668 0.0 0.0 0.0
Cl 11.098 7.520 -7.038 0.0 0.0 0.0
Cl 10.428 5.030 -5.737 0.0 0.1 0.0
Cl 10.957 7.385 -4.160 0.0 0.0 0.0
Cl 8.545 7.207 -5.731 0.0 0.0 0.0
C -6.467 -0.850 0.356 0.1 0.0 0.0
Cl -5.391 -0.116 -0.845 0.0 0.0 0.0
Cl -6.372 -2.609 0.228 0.0 0.0 0.0
Cl -5.956 -0.351 1.971 0.0 0.0 -0.1
Cl -8.122 -0.318 0.066 0.0 0.0 0.0
```
Positions in Å, forces in eV/Å.

Orbital gap, eV: 8.61
DFT total energy, Ha: -21346.463380
Charge: 0

---

# 2
C15H13F2NO7 in the gas phase, computed with ωB97M-V/def2-TZVPD.

```
38
Properties=species:S:1:pos:R:3:forces:R:3
O -0.996 -1.762 1.931 4.6 -0.6 -3.9
C 0.200 -1.735 1.347 -8.0 0.9 3.6
N 0.475 -1.785 -0.016 -10.3 2.2 1.0
C -0.525 -1.943 -1.087 0.1 -3.0 -3.6
O -0.210 -2.593 -2.252 -1.6 4.2 7.3
C -1.943 -1.345 -0.786 5.0 3.0 2.2
C -2.067 -0.153 -0.031 3.4 2.3 -1.5
C -3.228 0.609 -0.162 -0.2 1.4 2.4
C -4.405 -0.015 -0.606 1.8 0.3 1.2
C -4.228 -1.302 -1.189 -15.9 5.4 0.6
C -3.096 -1.655 -1.335 10.0 -12.0 -6.0
H -3.058 -2.699 -1.976 0.4 2.4 1.4
H -5.149 -1.890 -1.666 2.0 1.6 1.3
O -5.604 0.580 -0.348 1.7 -8.6 -10.1
C -5.854 1.432 0.412 -0.4 3.2 15.2
F -5.544 2.648 0.226 0.8 4.2 -2.4
F -7.129 1.357 0.805 -2.6 0.4 -0.8
H -5.374 1.226 1.591 -0.1 0.1 -2.7
H -3.149 1.662 0.371 -0.8 -2.3 -1.4
H -1.120 0.516 0.286 -2.1 -2.2 -0.3
H 1.226 -2.108 -0.333 8.6 -3.1 -2.6
C 1.203 -1.462 2.339 4.7 0.5 -0.6
H 1.679 -2.420 2.566 -0.5 -0.4 0.6
O 2.321 -0.919 1.627 2.2 -0.1 -1.0
C 2.130 0.429 0.722 0.2 -8.1 5.8
O 1.152 0.841 1.087 -8.0 5.7 0.3
C 3.290 0.635 0.248 3.6 8.7 -5.7
C 3.232 2.191 -0.372 -10.5 -14.1 8.9
O 4.134 2.604 -0.855 14.9 8.1 -7.7
C 5.494 1.955 -0.705 0.5 2.1 -2.6
H 6.134 2.463 -1.614 -1.7 -1.4 2.2
C 5.249 0.448 -0.966 3.2 0.6 7.8
H 6.259 -0.002 -0.663 -1.4 0.2 -1.2
O 4.391 -0.087 0.162 2.3 -0.1 -1.3
H 4.833 0.138 -1.816 -1.3 -0.7 -3.7
H 5.906 2.471 0.242 -0.7 -1.9 -1.2
H 2.304 2.600 -0.507 -2.5 1.3 0.0
H 1.066 -0.930 3.324 -1.1 -0.4 -1.5
```
Positions in Å, forces in eV/Å.

ΔE to the lowest compared entry with this formula, charge and spin, kJ/mol: 1449.6
SMILES: O=C(COC(=O)C1=COCCO1)NC(=O)c1ccc(OC(F)F)cc1
Orbital gap, eV: 8.04
DFT total energy, Ha: -1360.030024
Charge: 0

---

# 3
A molecular structure, C26H46Br4F3NO9PS, computed with ωB97M-V/def2-TZVPD.

```
91
Properties=species:S:1:pos:R:3:forces:R:3
C -2.663 -1.493 6.118 0.0 0.1 0.1
C -1.376 -1.836 5.360 0.1 0.4 -0.1
C -1.618 -2.177 3.880 0.1 0.2 0.2
C -1.691 -0.932 3.011 -0.4 0.2 0.5
O -0.353 -0.470 2.793 0.2 -0.3 -0.4
C -0.084 0.601 1.942 0.2 0.1 0.5
C 0.427 1.709 2.908 -0.5 0.1 0.1
C 0.348 3.154 2.416 0.3 0.0 0.2
C 0.821 4.199 3.422 -0.5 0.2 -0.1
F 0.389 5.420 2.966 0.0 -0.1 -0.1
Br 2.737 4.276 3.563 0.2 -0.1 0.0
C 0.235 4.081 4.852 0.0 -0.1 -0.5
F 0.494 5.166 5.539 0.2 0.8 0.4
F 0.764 3.047 5.490 0.2 -0.6 0.3
Br -1.700 3.870 4.835 -0.3 -0.1 -0.1
N -1.333 1.174 1.387 -0.3 -0.2 -1.0
C -1.352 1.333 0.117 0.2 0.1 0.5
S -2.852 2.007 -0.700 -0.6 -0.4 -0.4
C -3.459 3.189 0.462 0.0 -0.1 -0.1
O -2.473 2.674 -1.902 -0.1 -0.2 0.4
O -3.727 0.863 -0.689 0.5 0.5 0.1
C -0.101 0.854 -0.534 0.0 0.1 -0.2
Br 0.637 2.547 -1.245 0.0 -0.1 0.1
Br -0.713 -0.164 -2.076 0.2 0.1 0.1
C 0.733 0.166 0.609 0.4 -0.3 0.2
C 0.830 -1.410 0.591 -0.2 -0.1 -0.3
C -0.510 -2.172 0.404 0.0 0.1 -0.1
C 1.923 -2.101 -0.260 0.1 -0.1 0.0
C 1.933 -2.060 -1.784 -0.1 -0.1 -0.2
P 2.478 0.983 0.837 -0.3 0.2 0.0
C 3.460 0.664 -0.679 0.3 0.0 -0.1
C 3.276 -0.165 2.043 0.1 0.3 0.3
C 4.359 0.596 2.849 0.1 -0.3 -0.3
H -2.963 -0.451 5.963 0.0 -0.1 -0.1
H -3.500 -2.127 5.814 0.1 0.0 0.0
H -2.532 -1.617 7.196 0.0 0.0 -0.1
H -0.827 -2.636 5.858 -0.2 -0.1 -0.1
H -0.714 -0.959 5.392 0.1 -0.2 0.1
H -0.808 -2.810 3.505 -0.2 0.0 -0.1
H -2.575 -2.697 3.780 0.2 -0.2 -0.1
H -2.256 -0.162 3.567 0.1 0.0 -0.1
H -2.221 -1.114 2.073 0.2 -0.1 0.0
H 1.395 1.449 3.334 0.1 0.0 -0.2
H -0.292 1.603 3.730 0.2 0.0 0.1
H -0.689 3.453 2.227 0.1 -0.1 -0.2
H 0.950 3.292 1.517 -0.1 0.1 0.0
H -2.107 1.464 1.973 0.1 -0.1 0.2
H -4.469 3.369 0.080 0.1 0.2 0.1
H -3.532 2.749 1.456 -0.1 0.1 0.0
H -2.846 4.089 0.445 -0.1 0.0 0.0
H 1.149 -1.626 1.611 -0.1 0.1 -0.1
H -1.367 -1.527 0.205 0.0 0.0 0.1
H -0.743 -2.755 1.296 0.1 0.0 -0.2
H -0.450 -2.857 -0.446 0.0 0.0 0.1
H 1.832 -3.160 0.018 0.0 0.1 0.0
H 2.910 -1.810 0.099 -0.2 0.0 -0.1
H 1.091 -2.604 -2.223 0.0 0.1 0.1
H 1.936 -1.055 -2.200 0.0 0.0 0.0
H 2.842 -2.555 -2.142 -0.1 0.0 0.1
H 4.222 1.451 -0.695 -0.1 -0.1 0.0
H 3.972 -0.300 -0.684 -0.1 0.1 0.0
H 2.889 0.758 -1.600 0.0 0.1 0.1
H 3.741 -1.008 1.534 -0.2 0.0 0.1
H 2.504 -0.547 2.716 0.1 -0.1 0.0
H 4.693 1.494 2.325 -0.1 0.0 0.1
H 4.009 0.871 3.843 0.0 0.1 -0.1
H 5.242 -0.039 2.959 -0.1 0.1 0.1
C 1.317 3.599 -8.127 0.1 0.0 -0.1
O 0.264 2.784 -7.597 0.0 0.0 0.0
C -0.188 3.171 -6.410 0.0 0.0 -0.1
O 0.214 4.107 -5.769 0.1 0.1 0.1
O -1.163 2.341 -6.039 -0.1 0.0 0.0
C -1.757 2.674 -4.783 0.0 -0.1 0.0
H 1.571 3.160 -9.086 0.0 0.0 0.0
H 0.975 4.623 -8.262 0.0 0.0 0.0
H 2.181 3.584 -7.466 0.0 0.0 0.0
H -2.224 3.656 -4.826 0.0 0.0 0.0
H -1.009 2.660 -3.994 0.0 0.0 0.0
H -2.509 1.914 -4.593 0.0 0.0 -0.1
C 0.399 -7.513 -4.038 0.1 -0.1 0.0
O 0.146 -6.336 -3.256 0.0 0.0 0.0
C -0.663 -5.460 -3.838 0.0 0.0 0.1
O -1.175 -5.565 -4.918 -0.1 0.0 -0.1
O -0.818 -4.419 -3.009 0.0 0.0 0.0
C -1.670 -3.392 -3.519 0.1 0.1 0.1
H 1.066 -8.124 -3.439 0.0 0.0 0.0
H -0.529 -8.047 -4.231 0.0 0.0 0.0
H 0.874 -7.249 -4.980 0.0 0.0 0.0
H -2.676 -3.765 -3.700 0.0 0.0 0.0
H -1.266 -2.975 -4.441 0.0 0.0 0.0
H -1.682 -2.641 -2.734 -0.1 0.0 0.0
```
Positions in Å, forces in eV/Å.

Orbital gap, eV: 6.63
DFT total energy, Ha: -13085.094034
Charge: +1

---

# 4
13 unconnected molecules or ions with the total composition C4H37N3O12, computed with ωB97M-V/def2-TZVPD.

```
56
Properties=species:S:1:pos:R:3:forces:R:3
C -0.660 0.273 -2.475 -0.1 -4.3 0.0
N -1.390 -0.403 -1.291 0.5 1.3 -1.5
C -0.794 -0.033 -0.015 -2.0 -3.0 1.6
C -0.961 -1.290 1.099 0.6 2.0 -3.8
N -1.120 -0.827 2.408 -0.6 -1.4 3.6
C -1.560 0.106 -3.722 1.8 -1.9 -0.1
N -2.915 0.368 -3.500 -1.6 2.0 0.0
H 0.317 -0.328 -2.577 -1.2 1.3 0.0
H -0.540 1.264 -2.265 0.8 2.8 0.6
H -2.311 0.066 -1.324 0.8 -0.5 0.6
H -1.130 0.885 0.359 -2.4 1.1 1.0
H 0.163 0.350 0.015 2.7 -1.1 -1.2
H -1.802 -1.878 0.782 -0.5 -0.1 -0.4
H -0.070 -1.887 0.996 0.5 -0.4 -0.3
H -1.463 -1.655 2.990 -0.4 1.4 -1.0
H -0.205 -0.911 2.837 0.5 1.2 0.0
H -1.483 -0.943 -4.023 0.1 -0.2 0.0
H -1.272 0.635 -4.607 0.8 0.6 -0.3
H -3.010 1.407 -3.436 -0.4 -1.2 0.3
H -3.118 -0.055 -2.613 -1.0 0.1 0.0
H -2.184 2.672 1.637 -1.1 0.0 0.4
H -0.918 3.234 2.411 -1.0 -0.1 -0.5
O -1.238 2.794 1.603 1.9 0.6 0.7
H 1.014 3.481 0.554 -0.5 -1.4 -1.5
H 0.489 1.912 0.236 1.3 4.3 -1.7
O 0.763 2.889 -0.227 -0.6 -2.0 3.2
H 3.727 -2.268 -2.284 -1.7 1.5 1.0
H 2.535 -2.260 -1.318 0.0 0.2 -0.6
O 3.074 -1.633 -1.828 1.9 -0.9 -0.6
H 2.093 -1.302 4.307 0.0 1.5 0.7
H 1.647 -2.267 3.545 -0.8 -0.9 -1.3
O 1.238 -1.478 3.900 0.7 -0.5 0.9
H 1.898 -4.163 -0.982 -1.0 -0.4 0.2
H 1.064 -3.810 -2.314 -2.3 0.3 0.3
O 1.887 -3.958 -1.909 3.7 -0.6 0.0
H 3.743 -2.470 1.801 1.6 -1.8 -1.6
H 3.084 -1.090 1.706 -0.3 -0.9 0.7
O 3.287 -1.856 2.303 -0.9 2.1 0.9
H -3.134 0.954 2.197 -1.7 2.4 -0.3
H -3.920 1.442 1.031 -0.6 0.0 -1.5
O -3.757 1.758 1.903 2.4 -2.6 1.8
H -1.969 4.027 -1.444 0.1 -0.5 0.2
H -0.936 3.318 -0.545 0.2 -0.1 -0.1
O -1.717 3.156 -1.096 -0.8 0.5 -0.6
H 1.544 0.450 2.109 0.4 -0.2 -0.8
H 2.237 0.447 0.695 2.6 2.9 -2.3
O 1.667 0.008 1.232 -2.5 -2.3 3.8
H 2.534 2.339 -0.980 -1.0 1.1 -0.5
H 3.174 1.041 -1.030 1.9 -4.5 -4.0
O 2.934 1.668 -0.466 -0.1 2.7 4.1
H 0.681 2.506 2.916 2.7 -3.1 2.2
H 0.201 1.612 3.983 2.4 -0.7 -0.3
O 1.139 1.729 3.578 -4.9 3.5 -1.9
H -0.923 -2.682 -1.817 -1.1 2.2 0.1
H -0.984 -3.812 -2.968 0.0 1.0 1.4
O -0.648 -3.531 -2.078 0.2 -2.9 -1.7
```
Positions in Å, forces in eV/Å.

ΔE to the lowest compared entry with this formula, charge and spin, kJ/mol: 548.4
Orbital gap, eV: 8.86
DFT total energy, Ha: -1241.563129
Charge: 0